# C3H14NO2S2

A 3-piece molecular cluster, C3H14NO2S2 overall (ωB97M-V/def2-TZVPD, OMol25).

Positions of all 22 atoms, in Å:
N  0.2450  0.2657  1.5802
C  1.2825  0.5213  0.5007
C  0.8286  1.7455  -0.2620
C  1.3715  -0.6950  -0.4358
S  0.8145  -2.2523  0.3210
S  0.2395  -3.3558  -1.3063
H  -0.2197  1.1476  1.8403
H  -0.5456  -0.2932  1.2690
H  0.5472  -0.0235  2.5004
H  2.2096  0.6763  1.0522
H  0.8311  2.6157  0.4071
H  1.4517  1.9911  -1.1107
H  -0.2132  1.6973  -0.5687
H  0.8101  -0.5194  -1.3417
H  2.3944  -0.8180  -0.7937
H  1.0964  -4.3447  -1.0291
H  -2.2125  -0.9048  -2.5182
H  -1.1892  -0.3823  -3.4897
O  -1.2588  -0.8371  -2.6403
H  -2.8723  2.0044  2.2001
H  -3.0346  0.5197  2.1393
O  -2.5759  1.2413  1.6858

Atoms 1-6, force components in eV/Å:
-1.0 1.8 0.5
-0.2 -0.7 -0.1
-0.3 1.0 0.9
0.8 -0.2 -0.3
-0.2 0.2 0.3
-0.1 -0.1 0.0

Results
**Energy above the lowest of the compared OMol25 structures with the same formula, charge and spin**: 68.9 kJ/mol
**HOMO energy**: -12.0 eV
**Gap between HOMO and LUMO**: 8.812 eV
**Calculated total energy**: -30587.48086 eV
**Total charge**: +1


# C3H14NO3

A 4-piece molecular cluster, C3H14NO3 overall (ωB97M-V/def2-TZVPD, OMol25).

Positions of all 21 atoms, in Å:
C  -1.0838  -0.0872  1.1021
C  -0.8385  0.1195  -0.3502
C  -1.5623  0.8627  -1.1801
N  0.5020  -0.4962  -0.6775
H  -2.0579  0.3603  1.3980
H  -1.2683  -1.1618  1.3276
H  -0.2715  0.2812  1.7316
H  -1.3900  1.2708  -2.1198
H  -2.5077  1.2453  -0.7060
H  1.3596  -0.3920  -0.1125
H  0.8343  -0.2527  -1.6257
H  0.3144  -1.4970  -0.6803
H  -2.0663  -2.9004  -0.5460
H  -0.6565  -3.6295  -0.5267
O  -1.1131  -2.7729  -0.5291
H  3.0966  -0.2148  2.1399
H  2.1185  0.5505  1.0455
O  2.6163  -0.2084  1.3139
H  -0.0416  3.1436  0.1593
H  1.5341  3.3379  -0.1045
O  0.7973  2.7030  -0.0240

Atoms 1-6, force components in eV/Å:
-1.9 -1.0 0.5
1.1 1.0 0.5
-1.2 -0.3 2.8
0.2 0.2 -2.1
0.8 0.1 -0.2
0.6 0.5 -0.1

Results
**Energy above the lowest of the compared OMol25 structures with the same formula, charge and spin**: 135.9 kJ/mol
**HOMO energy**: -14.1 eV
**Gap between HOMO and LUMO**: 11.236 eV
**Calculated total energy**: -10963.59890 eV
**Total charge**: +1


# C3H14NO3

A 4-piece molecular cluster, C3H14NO3 overall (ωB97M-V/def2-TZVPD, OMol25).

Positions of all 21 atoms, in Å:
C  0.4199  -2.2542  0.5079
C  -0.7121  -1.2467  0.5963
C  -1.8424  -1.4667  1.2199
N  -0.2953  0.0847  0.0738
H  0.1097  -3.2542  0.2809
H  1.1631  -2.0304  -0.2513
H  0.8986  -2.2420  1.4843
H  -2.6496  -0.7637  1.3418
H  -2.0429  -2.4582  1.5976
H  -0.2617  0.9005  0.7141
H  -0.9044  0.4053  -0.6887
H  0.6821  -0.0482  -0.1510
H  2.0196  1.4226  -2.1790
H  2.7980  0.1381  -2.0706
O  2.3317  0.7828  -1.5257
H  1.1073  2.8597  1.6843
H  2.0068  1.5452  2.0021
O  1.3776  1.9760  1.4255
H  -1.8570  2.5006  -1.5486
H  -2.5472  1.5200  -2.5551
O  -1.8018  1.6289  -1.9584

Atoms 1-6, force components in eV/Å:
-0.1 0.6 0.2
0.9 -0.2 0.2
-0.7 -0.1 -0.2
-0.7 0.1 0.8
-0.5 -0.5 0.1
0.1 0.3 -0.1

Results
**Energy above the lowest of the compared OMol25 structures with the same formula, charge and spin**: 77.8 kJ/mol
**HOMO energy**: -14.1 eV
**Gap between HOMO and LUMO**: 11.202 eV
**Calculated total energy**: -10964.20086 eV
**Total charge**: +1


# C3H14NO3

A 4-piece molecular cluster, C3H14NO3 overall (ωB97M-V/def2-TZVPD, OMol25).

Positions of all 21 atoms, in Å:
C  -0.3817  0.4766  2.9185
C  -0.3521  -0.1533  1.6637
C  0.1045  0.5068  0.6123
N  0.5968  -0.1977  -0.6921
H  -1.3278  0.2588  3.4960
H  0.2940  -0.2097  3.6458
H  -0.0907  1.4950  3.0525
H  -0.7537  -1.2490  1.6318
H  0.3359  1.5246  0.7513
H  0.0161  0.1000  -1.3944
H  1.5256  0.1879  -0.9938
H  0.6046  -1.2309  -0.5427
H  2.8477  2.4279  -0.4403
H  3.7052  1.1758  -0.8156
O  2.8605  1.4654  -0.4707
H  -2.2100  0.5940  -2.4875
H  -1.9603  -0.6251  -3.1947
O  -1.4065  0.0996  -2.8731
H  -2.0327  -2.1533  -0.7953
H  -1.2329  -2.5635  -1.8796
O  -1.1423  -1.9299  -1.1921

Atoms 1-6, force components in eV/Å:
-0.5 -2.2 5.7
-0.7 -2.8 -2.7
1.0 -2.2 -1.1
2.0 0.7 3.8
0.5 0.7 -0.8
-0.9 1.7 -1.6

Results
**Energy above the lowest of the compared OMol25 structures with the same formula, charge and spin**: 201.2 kJ/mol
**HOMO energy**: -13.5 eV
**Gap between HOMO and LUMO**: 10.523 eV
**Calculated total energy**: -10962.92161 eV
**Total charge**: +1